Entry 1:
ORCA calculation (the ωB97M-V functional and the def2-TZVPD basis) on a molecular structure, C2H9N2O2S2.

Geometry as XYZ:
```
17
Properties=species:S:1:pos:R:3:nbo_charge:R:1
S 0.065 3.008 -1.325 -0.036
S -1.427 -1.648 0.457 0.106
O -1.609 1.279 0.061 -0.739
O 1.134 -0.984 0.803 -0.617
N 0.748 -2.595 -0.708 -0.787
N 0.347 1.348 1.153 -0.829
C 0.300 -1.632 0.156 0.526
C -0.279 1.457 -0.200 0.187
H 1.406 2.755 -1.446 0.155
H 0.907 0.125 1.025 0.482
H -1.824 -2.636 -0.530 0.194
H 0.896 2.160 1.431 0.427
H -2.253 1.878 -0.235 0.513
H 0.323 -3.510 -0.794 0.418
H 1.711 -2.791 -0.940 0.426
H -0.025 0.551 -0.687 0.155
H -0.420 1.235 1.778 0.420
```

Summary:
Gap between HOMO and LUMO: 9.88 eV
Lowest unoccupied orbital energy: -3.527 eV
Largest force on an atom: 4.16 eV/Å
Net charge: +1
Calculated total energy: -1137.6894 Ha

***

Entry 2:
ORCA calculation (the ωB97M-V functional and the def2-TZVPD basis) on 2 unconnected molecules or ions with the total composition C2H9N2S2.

Geometry as XYZ:
```
15
Properties=species:S:1:pos:R:3:nbo_charge:R:1
S -0.376 -0.803 0.221 -0.232
S 1.188 -1.561 -0.975 0.171
N -1.547 2.089 2.099 -0.699
N 0.250 2.212 0.651 -0.740
C -0.588 2.812 1.512 0.409
C 0.549 -2.095 -2.525 -0.791
H -1.584 1.107 1.946 0.419
H -2.176 2.462 2.787 0.440
H 1.171 -2.029 -3.431 0.269
H 0.139 1.153 0.649 0.405
H 1.240 2.398 0.492 0.449
H -0.317 -1.449 -2.644 0.244
H -1.373 -1.612 0.079 0.163
H 0.391 -3.183 -2.333 0.242
H -0.632 3.926 1.723 0.252
```

Summary:
Gap between HOMO and LUMO: 8.11 eV
Lowest unoccupied orbital energy: -3.948 eV
Largest force on an atom: 2.25 eV/Å
Net charge: +1
Calculated total energy: -987.2141 Ha

***

Entry 3:
ORCA calculation (the ωB97M-V functional and the def2-TZVPD basis) on 2 unconnected molecules or ions with the total composition C2H9N2Si.

Geometry as XYZ:
```
14
Properties=species:S:1:pos:R:3:nbo_charge:R:1
Si -0.843 -1.628 -1.761 0.763
N 0.987 2.242 1.855 -0.778
N 0.180 0.184 2.096 -0.808
C 0.653 1.106 1.349 0.560
C 0.236 -0.140 -1.626 -0.516
H -0.209 -0.768 1.773 0.448
H -0.122 0.881 -1.602 0.205
H 1.345 2.817 1.208 0.421
H 0.087 0.232 3.158 0.416
H -0.019 -2.688 -1.156 -0.126
H -2.066 -1.214 -1.143 -0.136
H 1.196 -0.268 -2.015 0.191
H -0.797 -2.187 -3.196 -0.068
H 0.845 2.471 2.896 0.428
```

Summary:
Gap between HOMO and LUMO (alpha / beta): 9.94 / 5.70 eV
Lowest unoccupied orbital energy (alpha / beta): -5.292 / -7.232 eV
Largest force on an atom: 5.27 eV/Å
Net charge: +1
Calculated total energy: -480.1646 Ha

***

Entry 4:
ORCA calculation (the ωB97M-V functional and the def2-TZVPD basis) on 2 unconnected molecules or ions with the total composition C2H9N3.

Geometry as XYZ:
```
14
Properties=species:S:1:pos:R:3:nbo_charge:R:1
N -1.428 1.724 0.261 -0.710
N -2.111 -0.462 0.494 -0.830
N 2.245 -0.150 -0.459 -0.847
C 2.396 -1.538 -1.077 -0.422
C -1.723 0.771 0.986 0.279
H 1.448 0.359 -0.829 0.356
H 1.509 -2.149 -1.155 0.198
H 3.198 -1.903 -0.428 0.197
H -2.189 -1.144 1.240 0.390
H -1.237 2.587 0.876 0.344
H -1.874 0.748 2.010 0.130
H 2.861 -1.454 -2.107 0.166
H -1.791 -0.609 -0.453 0.397
H 3.081 0.381 -0.682 0.350
```

Summary:
Gap between HOMO and LUMO: 10.08 eV
Lowest unoccupied orbital energy: 0.958 eV
Largest force on an atom: 4.06 eV/Å
SMILES: [H]/N=C/N.CN
Calculated total energy: -245.8254 Ha

***

Among the records above, which one has the lowest largest force on an atom?
C2H9N2S2